Below is a molecular structure, C16H34OP2Pd at a distorted geometry, with properties calculated with the ωB97M-V functional and the def2-TZVPD basis.

Summary:
E_LUMO (spin up / spin down)	-5.28 / -8.26	eV
spin multiplicity	5
maximum force	3.5	eV/Å
calculated total energy	-1514.9163	a.u.
frontier orbital gap (spin up / spin down)	8.13 / 5.87	eV
net charge	+2

CARTESIAN COORDINATES (ANGSTROEM)
Pd: 1.00417 -1.78539 3.72280
P: 0.10483 2.02755 -1.95434
P: -0.06380 -1.83068 -1.54814
O: 0.67522 0.11510 3.42536
C: -1.77435 0.98489 0.27613
C: -1.24263 -3.17083 -1.86947
C: 1.52404 3.10819 -2.02817
C: -1.70690 -0.47700 0.72533
C: 1.26477 0.47322 -0.17317
C: 0.23792 2.40690 1.02571
C: -0.53075 -0.59776 -2.80285
C: 0.37741 0.63116 -3.06586
C: 0.80309 -0.88478 0.07143
C: 0.29165 -3.34502 4.55390
C: -1.38860 2.92886 -2.42118
C: 1.47246 1.54515 0.94994
C: 0.12886 0.35909 4.69553
C: 1.55859 -2.47325 -1.92341
C: -1.03286 1.97636 1.11896
C: -0.62683 -1.32224 0.08197
H: 1.66730 1.05327 1.92129
H: -2.21243 2.24448 -2.67733
H: -1.29417 -3.90723 -1.05865
H: -1.57376 -0.30664 -2.58424
H: 1.39589 3.76524 -2.90564
H: 0.89480 -3.44363 5.46330
H: 0.08860 -0.59794 5.28899
H: -1.56580 -0.55371 1.81896
H: -1.07841 3.49250 -3.31169
H: 0.41907 3.49047 1.07665
H: -0.94529 -3.69341 -2.78423
H: 0.11585 1.15034 -3.99777
H: -2.83172 1.30768 0.27914
H: -1.71944 3.62299 -1.63316
H: 2.44149 2.51562 -2.13915
H: -2.25838 -2.78325 -2.01491
H: 1.57004 3.71401 -1.11189
H: -1.67298 2.54323 1.81122
H: 0.80723 1.07809 5.17721
H: 1.50656 -3.07885 -2.82940
H: -0.88088 0.78310 4.60751
H: 1.48083 -1.53653 0.65069
H: 2.27818 -1.66669 -2.07075
H: -2.68303 -0.94584 0.51442
H: 0.32658 0.86104 -0.69566
H: 0.32160 -4.22950 3.90952
H: 1.44862 0.36336 -3.06502
H: -0.77386 -2.32098 0.52670
H: -0.57528 -1.14965 -3.75036
H: 2.34921 2.16311 0.65900
H: 2.16194 0.49879 -0.84964
H: 1.90674 -3.09429 -1.09719
H: -1.45688 1.03389 -0.79770
H: -0.73451 -3.04260 4.80935

Atoms 1-2, force components in eV/Å:
1.5999 1.1573 -1.0677
-0.3906 1.0736 -0.0440

Atom charges from the natural (NBO) analysis, given in e for atoms 1 to 4: number 1, Pd, carries 0.745; number 2, P, carries 1.415; number 3, P, carries 1.618; number 4, O, carries -0.767



Below is 13 unconnected molecules or ions with the total composition C35H91BBrN2O16 at a distorted geometry, with properties calculated with the ωB97M-V functional and the def2-TZVPD basis.

Summary:
E_LUMO	-2.55	eV
spin multiplicity	1
maximum force	3.9	eV/Å
calculated total energy	-5300.1001	a.u.
frontier orbital gap	8.85	eV
net charge	+1

CARTESIAN COORDINATES (ANGSTROEM)
Br: 3.16202 -2.55472 2.70483
O: 4.01353 -2.32137 0.08243
O: -2.64301 2.33523 0.81320
O: -0.15469 -0.41391 -2.79149
O: 5.30938 0.04893 -6.06259
O: -1.97295 -1.74068 -0.96341
O: -0.37425 -6.80808 0.97974
O: 1.59211 -1.98797 -2.30698
O: -1.87949 7.54800 7.75984
O: 2.19960 -1.24666 -5.27381
O: -0.43468 3.86142 7.36105
O: 7.12794 -1.01022 -1.44334
O: -4.67851 3.15633 5.15609
O: -1.05105 -3.83905 -7.79603
O: 4.98318 0.39664 -8.87664
O: -4.79029 2.16496 8.28939
O: -0.84748 4.91232 3.67537
N: 0.24916 -1.07894 -0.38862
N: -1.10706 -1.19708 1.27894
C: 0.82818 -1.45115 -7.25220
C: 2.05535 -0.81754 -6.62978
C: 4.20481 1.17333 -9.78123
C: -1.64218 5.71417 2.80477
C: -6.63403 0.66616 8.73905
C: -2.41944 -4.04405 -9.77256
C: -4.55922 4.57216 5.26353
C: -1.36873 -5.28344 -3.56109
C: 1.06840 -0.73886 0.71807
C: -5.18901 0.79441 8.29870
C: 4.86216 2.51775 -10.02700
C: -2.57079 1.89938 3.19107
C: 6.43193 -1.76574 -7.18757
C: -2.14115 -5.40587 -0.78291
C: -3.44462 2.17868 1.98490
C: 0.83355 -7.08791 1.68661
C: 0.62326 2.02865 6.19885
C: 0.17132 -0.80622 1.84176
C: -1.59790 -3.90308 -2.77168
C: -2.10762 -2.87192 -3.88665
C: -2.64428 -4.12465 -1.61296
C: 1.19381 -8.55515 1.56073
C: -0.97212 7.05145 2.55701
C: -1.19222 -3.40903 -9.14848
C: 6.76930 0.26851 -0.93482
C: 6.71657 0.23990 0.58135
C: -3.46586 4.93772 6.24482
C: -2.72491 -2.93856 -0.56980
C: 0.63405 2.92308 7.42448
C: 3.36011 -1.75823 0.88497
C: -1.80760 7.14813 10.13458
C: 2.57713 -0.40344 0.60587
C: -1.05184 -1.38303 -0.07106
C: -2.68370 7.41220 8.92511
C: 6.39237 -0.87388 -5.96277
B: 0.58182 -1.15853 -1.85319
H: 7.31585 -0.30070 -5.87643
H: -2.50944 4.51622 5.92616
H: 1.56791 3.48307 7.48073
H: 4.49572 -0.46459 -6.13066
H: -3.66324 -4.28605 -2.05799
H: -4.89567 2.50542 9.18572
H: 7.26026 -2.47516 -7.12856
H: 1.96810 0.26979 -6.63047
H: -2.34263 -5.13447 -9.75343
H: 2.95912 -1.09152 -7.18355
H: 0.24605 0.45664 -2.96214
H: 6.44713 1.22033 0.98165
H: -1.28110 -2.32229 -9.14914
H: -2.62958 5.85235 3.25635
H: -6.94999 -0.37871 8.74284
H: -1.27424 -5.08528 -4.66761
H: 3.20035 1.30227 -9.36174
H: -0.37150 -5.71784 -3.26261
H: -1.22969 -2.46629 -4.45684
H: -4.89406 2.81384 6.03295
H: -2.15206 1.51636 0.68483
H: -2.20934 -6.00230 -3.40954
H: -5.06127 0.40265 7.28832
H: -2.68013 -3.49763 -4.63073
H: 7.51491 0.98601 -1.27794
H: -0.32167 1.48172 6.12789
H: -4.52665 0.23987 8.97051
H: -2.77839 -2.07949 -3.47266
H: 6.46053 -1.64079 -1.14609
H: 2.28559 -2.20885 -5.27959
H: -3.36264 6.02194 6.32899
H: 1.44421 1.30841 6.23401
H: -3.17505 1.78580 4.09073
H: 4.27544 3.11843 -10.72527
H: -6.77025 1.07726 9.74268
H: -4.32790 4.96502 4.27274
H: 5.86575 2.38333 -10.43505
H: -3.68182 4.52697 7.23524
H: -2.58443 -5.36119 0.25158
H: -1.09506 7.96312 10.27554
H: -1.39022 6.72268 7.64656
H: 5.98478 -0.49519 0.92887
H: 0.45572 -0.58699 2.88859
H: -0.59373 -3.63137 -2.35478
H: -1.22434 6.23345 9.99664
H: -1.93262 -1.30525 1.86688
H: -1.76503 5.16830 1.86777
H: -2.41039 7.04659 11.03969
H: -0.96410 -4.79972 -7.80509
H: 5.79700 0.55338 -1.35379
H: -5.52305 4.98176 5.58147
H: 7.68333 -0.05507 0.99288
H: -7.28894 1.22978 8.07148
H: -2.54383 -3.71987 -10.80750
H: -3.39461 6.59323 8.77009
H: -0.74917 5.39385 4.50644
H: 2.12063 -8.77712 2.09304
H: -3.24827 8.33593 9.05681
H: 0.69980 -6.80894 2.73684
H: -1.85922 2.71376 3.34515
H: 5.04944 0.89127 -8.04562
H: 2.76782 -0.03689 -0.44225
H: 1.31585 -8.83023 0.51129
H: 4.96909 3.07253 -9.09101
H: 6.26771 -1.46647 -5.05077
H: -1.25945 3.36128 7.32062
H: 0.71592 2.62603 5.28861
H: -0.28710 -3.68160 -9.70085
H: -3.80953 -2.62942 -0.51077
H: 1.62094 -6.46352 1.26190
H: 1.91743 -1.60909 -3.14894
H: -0.06891 -1.18438 -6.68913
H: 0.90364 -2.53975 -7.23263
H: 5.49724 -2.32524 -7.28907
H: -0.82809 7.59170 3.49650
H: -1.98179 0.98684 3.03229
H: -2.57297 -6.30636 -1.28202
H: -3.31607 -3.77719 -9.20958
H: -4.01030 3.09906 2.12835
H: 0.39734 -9.18496 1.96589
H: -2.44969 -3.25833 0.46820
H: -1.06965 -7.35519 1.36441
H: 0.01654 6.90785 2.11621
H: 0.70452 -1.12638 -8.28690
H: -4.15339 1.35999 1.81789
H: -1.02642 -5.41143 -0.75682
H: 6.54435 -1.16731 -8.09152
H: 2.88319 0.39407 1.32678
H: 0.53059 2.33152 8.33954
H: -1.57078 7.67009 1.88553
H: 4.11925 0.61412 -10.71400

Atoms 1-2, force components in eV/Å:
-0.0637 0.5949 -0.6648
-0.2089 0.3009 0.3098

Atom charges from the Löwdin analysis, given in e for atoms 1 to 4: number 1, Br, carries 0.686; number 2, O, carries 0.061; number 3, O, carries -0.085; number 4, O, carries 0.163



Below is 3 unconnected molecules or ions with the total composition C35H32BFNO6S at a distorted geometry, with properties calculated with the ωB97M-V functional and the def2-TZVPD basis.

Summary:
E_LUMO	0.58	eV
spin multiplicity	1
maximum force	1.7	eV/Å
calculated total energy	-2382.1471	a.u.
frontier orbital gap	5.41	eV
net charge	-1

CARTESIAN COORDINATES (ANGSTROEM)
S: -5.28457 1.35411 0.17485
F: -2.21747 5.43632 0.58853
O: -1.70536 -2.79722 -0.54131
O: -4.44236 -7.16753 -1.92159
O: -2.39859 1.96797 2.64843
O: -3.53550 0.07862 1.99473
O: 6.02236 5.36183 -2.61782
O: 4.26376 1.01775 -0.06471
N: 2.31024 0.31692 2.97614
C: -1.88199 -6.86686 -2.99623
C: -5.59785 -3.23208 0.92885
C: -4.44107 -5.12850 -0.74943
C: 7.97603 0.81411 -1.98136
C: -0.00759 -0.00652 3.97265
C: 5.98457 1.99748 -1.33025
C: 1.95600 4.48423 0.14803
C: 4.68099 2.01323 -0.62123
C: -3.66249 3.60219 1.19829
C: -2.86014 2.27955 1.34031
C: 2.68607 3.30600 0.09232
C: -0.48978 -4.54700 -2.33990
C: -4.29801 -3.04797 0.47648
C: -6.32239 -4.35407 0.53334
C: 3.89582 3.26942 -0.59782
C: 8.40982 1.93208 -2.68864
C: 2.43165 5.63005 -0.48403
C: -2.34283 -3.77376 -0.87542
C: 6.43025 3.12593 -2.01938
C: 5.63389 4.37973 -2.01231
C: -1.51590 -0.34174 3.71023
C: 4.36347 4.41241 -1.24856
C: -3.72002 -3.99329 -0.37017
C: 0.83869 0.14454 2.68404
C: -5.74604 -5.30159 -0.29933
C: -2.77508 4.77829 1.70246
C: -2.46004 -5.92588 -2.14725
C: -1.75632 -4.77060 -1.80724
C: 0.07538 -5.47860 -3.19824
C: 6.76362 0.84405 -1.30823
C: -3.61007 0.91976 0.84321
C: -3.83075 -6.15584 -1.62631
C: 7.64018 3.08581 -2.70778
C: -0.61722 -6.64297 -3.51917
C: 3.62963 5.59437 -1.18434
B: -2.19212 0.50805 2.50713
H: -6.04063 0.21423 0.12569
H: 0.08469 0.90046 4.60600
H: -3.03860 0.42866 0.03174
H: -7.33962 -4.49072 0.88019
H: -1.56124 -1.42053 3.41584
H: -6.31312 -6.17329 -0.59961
H: -3.74133 -2.16638 0.78407
H: -6.04606 -2.49765 1.58689
H: -1.88922 2.47786 0.82002
H: 1.86479 6.55123 -0.43202
H: 9.35265 1.90420 -3.22117
H: 1.05809 -5.29911 -3.61693
H: 1.01688 4.51174 0.68713
H: 0.53603 1.04318 2.10265
H: -3.83773 3.74642 0.11012
H: -2.05466 -0.27413 4.68751
H: -1.98686 4.37321 2.36052
H: 0.70821 -0.73455 2.01765
H: 3.99327 6.48656 -1.67734
H: 7.98223 3.95524 -3.25398
H: 2.31555 2.41697 0.58801
H: -1.50422 0.42278 1.50532
H: 2.50596 1.29516 2.77652
H: -2.42069 -7.77023 -3.25135
H: 0.05256 -3.64483 -2.08754
H: 8.58394 -0.08195 -1.95719
H: 2.78077 -0.16666 2.21266
H: -0.17090 -7.37386 -4.18263
H: 6.42596 -0.02794 -0.76322
H: -4.63884 3.60130 1.71727
H: -3.40012 5.52729 2.22664
H: 0.44143 -0.85744 4.53853

Atoms 1-2, force components in eV/Å:
-0.4809 -0.1034 0.2208
0.3164 -0.0483 0.2857

Atom charges from the Löwdin analysis, given in e for atoms 1 to 4: number 1, S, carries 0.723; number 2, F, carries -0.102; number 3, O, carries 0.127; number 4, O, carries 0.088



Below is a gas-phase ion, C2H4O2P (charge +1) at a distorted geometry, with properties calculated with the ωB97M-V functional and the def2-TZVPD basis.

Summary:
E_LUMO	-7.22	eV
spin multiplicity	1
maximum force	5.7	eV/Å
calculated total energy	-570.0873	a.u.
frontier orbital gap	9.70	eV
net charge	+1

CARTESIAN COORDINATES (ANGSTROEM)
P: -0.90213 -1.83538 2.13849
O: -1.89115 -1.26380 1.24574
O: 0.53385 -1.16420 1.55539
C: 0.49390 -0.55711 0.36257
C: -0.60844 0.29217 0.04712
H: -0.65414 1.05091 0.74473
H: -1.23749 0.48230 -0.86416
H: 1.34444 0.24498 0.16923
H: 0.67512 -1.26200 -0.52558

Atoms 1-2, force components in eV/Å:
2.3288 -0.1566 0.6096
-1.1753 1.5091 -1.6734

Atom charges from the natural (NBO) analysis, given in e for atoms 1 to 4: number 1, P, carries 1.701; number 2, O, carries -0.971; number 3, O, carries -0.743; number 4, C, carries -0.204



- Among the records above, which one has the highest spin multiplicity?
  C16H34OP2Pd